No. 1
ORCA calculation (ωB97M-V/def2-TZVPD) on a structure of composition C12H31N3O12P2STl.

Last column: Mulliken charge in e.
Element x y z (Å)
Tl 0.205 0.506 -0.885  0.989
O -2.073 -1.590 -1.244  -0.574
C -1.592 -2.919 -1.221  -0.619
C -0.080 -3.037 -1.043  -0.774
N 0.452 -2.252 0.070  1.154
C -0.246 -2.477 1.319  -1.364
C -0.995 -0.438 2.363  0.597
O -0.417 -0.719 3.425  -0.852
O -1.257 -1.489 1.464  -0.341
C 1.903 -2.384 0.157  -0.877
C 2.711 -1.624 -0.918  0.270
O 3.927 -1.820 -0.882  -0.770
O 2.074 -0.861 -1.710  -0.686
H -2.053 -1.269 -0.326  0.406
H -1.851 -3.361 -2.185  0.432
H -2.114 -3.502 -0.453  0.261
H 0.433 -2.710 -1.948  0.341
H 0.151 -4.107 -0.895  0.317
H 0.435 -2.422 2.165  0.455
H -0.751 -3.449 1.335  0.270
H 2.224 -3.435 0.114  0.421
H 2.232 -2.001 1.123  0.321
C -1.837 4.398 4.319  -1.595
C -1.147 3.676 3.166  0.749
O -2.124 3.095 2.303  -0.658
P 0.187 2.464 3.755  0.473
O -0.620 1.556 4.816  -0.629
O 0.887 3.516 4.826  -0.648
O -1.414 0.657 1.967  -0.563
P -0.245 4.810 2.088  0.533
O -1.369 5.712 1.400  -0.590
O 0.843 5.591 2.715  -0.776
O 0.275 3.832 0.930  0.084
H -2.086 3.685 5.106  0.369
H -2.758 4.850 3.947  0.383
H -1.207 5.177 4.746  0.318
H -1.923 2.140 2.189  0.668
H -0.606 0.633 4.464  0.489
H 1.137 4.342 4.376  0.383
H -2.098 5.136 1.120  0.362
N 3.355 3.688 0.817  -0.486
C 4.008 2.435 1.215  -0.946
C 3.364 1.236 0.530  -0.294
N 2.046 0.878 1.067  0.139
H 3.535 4.428 1.483  0.219
H 1.252 3.828 0.892  0.176
H 3.701 3.998 -0.083  0.194
H 3.892 2.333 2.297  0.422
H 5.084 2.439 1.003  0.403
H 4.013 0.362 0.581  0.443
H 3.259 1.460 -0.539  -0.027
H 1.586 1.675 1.504  -0.234
H 2.120 0.172 1.790  0.203
C 0.588 0.293 -4.846  -0.472
S 0.360 1.966 -4.212  -0.090
C 1.988 2.170 -3.456  -0.579
H 0.789 -0.401 -4.029  -0.040
H 1.407 0.254 -5.564  0.272
H -0.336 0.003 -5.344  0.322
H 2.751 2.371 -4.208  0.450
H 2.263 1.274 -2.895  -0.007
H 1.930 3.014 -2.768  0.203

Its net charge is -1. The calculation puts the energy relative to the best compared isomer or geometry (same formula, charge and spin) at 0.0 kcal/mol. The largest force on an atom is 0.505 eV Å⁻¹. The value obtained for the HOMO-LUMO gap is 7.99 eV. The calculation puts the total energy at -2796.71964 a.u.

---

No. 2
ORCA calculation (ωB97M-V/def2-TZVPD) on a structure of composition C12H31O11OsP4S4.

Last column: Mulliken charge in e.
Element x y z (Å)
Os 0.455 -0.260 0.328  2.413
C 4.216 0.350 2.281  -1.598
C 3.632 -1.037 2.510  1.135
O 4.513 -1.722 3.388  -0.616
P 1.994 -0.942 3.307  0.447
O 1.699 -2.389 3.864  -0.555
O 2.114 -0.120 4.650  -0.564
O 0.917 -0.399 2.433  -0.662
P 3.443 -1.889 0.877  0.764
O 2.726 -3.285 1.404  -0.535
O 4.729 -2.222 0.250  -0.818
O 2.407 -1.089 0.130  -1.013
H 4.389 0.840 3.240  0.415
H 3.554 0.962 1.671  0.223
H 5.168 0.238 1.764  0.420
H 4.263 -2.653 3.433  0.420
H 1.687 -3.030 3.127  0.380
H 1.685 0.742 4.578  0.356
H 3.288 -4.028 1.150  0.253
C -4.341 -2.655 -0.849  -1.111
C -3.180 -3.408 -1.449  -0.267
O -2.213 -2.449 -1.947  -0.406
P -0.732 -2.466 -1.405  1.004
S 0.238 -0.807 -1.989  -0.653
S -0.571 -2.455 0.589  -0.455
O -0.175 -3.797 -2.064  -0.356
C 1.227 -4.125 -1.852  0.137
C 1.797 -4.635 -3.151  -1.398
H -5.115 -3.357 -0.534  0.401
H -4.768 -1.970 -1.582  0.280
H -4.012 -2.082 0.017  0.230
H -3.476 -4.018 -2.301  0.312
H -2.708 -4.057 -0.708  0.376
H 1.262 -4.874 -1.061  0.289
H 1.759 -3.234 -1.509  0.075
H 1.260 -5.522 -3.489  0.330
H 2.848 -4.893 -3.012  0.394
H 1.731 -3.867 -3.921  0.294
C -1.827 2.345 -2.775  -1.088
C -0.797 3.323 -2.249  0.526
C 0.625 2.957 -2.613  -1.153
O -0.957 3.528 -0.812  -0.185
P -0.659 2.586 0.425  0.884
S 1.261 2.059 0.661  -0.714
S -1.625 0.796 0.367  -0.425
O -1.128 3.505 1.615  -0.440
C -2.349 4.298 1.721  0.506
C -2.114 5.675 1.133  -1.214
C -3.555 3.588 1.138  -1.245
H -1.824 2.389 -3.866  0.471
H -2.826 2.607 -2.425  0.273
H -1.599 1.323 -2.473  0.133
H -1.018 4.320 -2.635  0.173
H 0.879 1.956 -2.270  0.076
H 1.333 3.661 -2.178  0.346
H 0.725 2.983 -3.699  0.452
H -2.476 4.383 2.800  0.352
H -2.006 5.622 0.052  0.175
H -1.215 6.120 1.557  0.334
H -2.963 6.318 1.371  0.443
H -3.468 3.487 0.055  0.193
H -4.448 4.176 1.352  0.474
H -3.681 2.600 1.578  0.310

The calculation puts the energy relative to the best compared isomer or geometry (same formula, charge and spin) at 19.4 kcal/mol. Its spin multiplicity is 2. As for the expectation value of S²: 0.755. The largest force on an atom is 0.485 eV Å⁻¹. The value obtained for the HOMO-LUMO gap (spin up / spin down) is 8.45 / 7.40 eV. The calculation puts the total energy at -4352.80597 a.u.

---

No. 3
ORCA calculation (ωB97M-V/def2-TZVPD) on a structure of composition C12H32AsIrN3SSi3.

Last column: Mulliken charge in e.
Element x y z (Å)
Ir 0.305 1.619 0.569  0.969
N 1.615 1.975 2.522  -0.663
N 1.774 3.330 2.832  -0.207
C 1.333 4.294 2.008  0.816
N 1.484 5.549 2.425  -0.415
S 0.652 3.996 0.481  -0.434
H 1.059 1.513 3.235  0.334
H 2.524 1.529 2.446  0.278
H 2.121 3.570 3.749  0.214
H 1.877 5.788 3.321  0.203
H 1.164 6.297 1.833  0.204
C 3.046 2.268 -3.269  -1.005
Si 2.563 0.496 -3.052  0.287
C 4.010 -0.637 -3.279  -0.924
C 1.140 0.027 -4.146  -0.975
As 1.733 0.207 -0.842  -0.253
Si 0.783 -1.987 -0.652  0.101
C -0.904 -1.919 -1.419  -0.791
C 1.861 -3.234 -1.503  -1.087
C 0.738 -2.312 1.175  -0.826
H 3.354 2.426 -4.306  0.341
H 3.885 2.537 -2.624  0.303
H 2.217 2.944 -3.056  0.296
H 4.338 -0.584 -4.321  0.340
H 3.760 -1.675 -3.058  0.264
H 4.850 -0.345 -2.647  0.308
H 1.410 0.242 -5.185  0.399
H 0.237 0.591 -3.906  0.332
H 0.912 -1.037 -4.071  0.261
H -0.840 -1.876 -2.507  0.380
H -1.460 -1.048 -1.067  0.180
H -1.471 -2.815 -1.147  0.368
H 1.891 -3.088 -2.585  0.279
H 1.445 -4.228 -1.317  0.374
H 2.884 -3.221 -1.123  0.319
H 0.211 -1.511 1.697  0.167
H 1.754 -2.388 1.570  0.304
H 0.220 -3.250 1.390  0.354
C -4.765 -0.003 3.372  -0.951
Si -3.866 -0.818 1.972  -0.020
C -3.341 -2.541 2.421  -0.856
C -4.895 -0.842 0.425  -0.925
C -2.344 0.153 1.582  0.185
C -1.350 0.784 1.235  -0.535
H -5.689 -0.546 3.583  0.305
H -5.026 1.028 3.125  0.308
H -4.163 0.007 4.282  0.301
H -4.219 -3.147 2.657  0.329
H -2.679 -2.554 3.290  0.325
H -2.819 -3.018 1.588  0.227
H -5.836 -1.374 0.587  0.325
H -4.357 -1.345 -0.382  0.272
H -5.130 0.171 0.094  0.316

Its net charge is +1. The calculation puts the energy relative to the best compared isomer or geometry (same formula, charge and spin) at 0.8 kcal/mol. Its spin multiplicity is 5. As for the expectation value of S²: 6.026. The largest force on an atom is 0.420 eV Å⁻¹. The value obtained for the HOMO-LUMO gap (spin up / spin down) is 7.55 / 6.56 eV. The calculation puts the total energy at -4247.23981 a.u.

---

No. 4
ORCA calculation (ωB97M-V/def2-TZVPD) on a structure of composition C12H32B2Cs2O6S3 in a non-equilibrium geometry.

Last column: Mulliken charge in e.
Element x y z (Å)
Cs -2.031 2.221 3.369  0.892
Cs -4.732 -1.382 1.860  1.047
B -3.573 4.050 0.843  0.332
H -2.486 3.527 0.801  -0.411
H -3.310 5.224 0.679  -0.200
H -4.312 3.647 -0.028  -0.222
H -4.101 3.900 1.922  -0.364
B -1.638 0.114 1.126  0.507
H -2.762 0.371 1.358  -0.512
H -1.597 -0.585 0.143  -0.464
H -1.067 1.145 1.007  -0.538
H -1.151 -0.449 2.066  -0.059
C -1.851 -3.368 -0.862  0.543
C -1.220 -3.831 -2.187  -0.888
C -2.021 -5.008 -2.774  -0.689
S -3.685 -4.859 -2.105  1.131
O -3.966 -5.978 -1.242  -0.661
O -4.612 -4.518 -3.141  -0.656
C -3.346 -3.419 -1.085  -0.529
H -1.541 -2.353 -0.633  -0.307
H -1.498 -4.019 -0.058  0.311
H -0.175 -4.118 -2.083  0.361
H -1.243 -2.986 -2.879  0.386
H -1.627 -5.965 -2.443  0.368
H -2.102 -4.922 -3.853  0.373
H -4.033 -3.304 -0.249  -0.004
H -3.650 -2.606 -1.759  0.393
C 1.964 -0.433 1.448  0.058
C 1.321 -1.769 1.062  -0.382
C 2.401 -2.788 0.745  -0.881
S 3.671 -2.443 1.960  1.151
O 5.002 -2.716 1.506  -0.670
O 3.245 -3.000 3.221  -0.662
C 3.385 -0.676 1.986  -0.729
H 1.355 0.121 2.161  0.329
H 2.032 0.188 0.554  -0.139
H 0.587 -1.657 0.267  0.053
H 0.734 -2.159 1.901  0.225
H 2.929 -2.512 -0.178  0.338
H 2.161 -3.845 0.727  0.495
H 4.120 -0.255 1.301  0.319
H 3.608 -0.322 2.989  0.456
C 1.893 3.246 -1.479  -0.731
C 1.644 3.213 0.047  0.172
C 1.532 4.613 0.596  -0.888
S 2.676 5.582 -0.399  1.140
O 4.011 5.400 0.118  -0.658
O 2.155 6.903 -0.605  -0.649
C 2.502 4.588 -1.887  -0.659
H 0.979 3.042 -2.030  0.359
H 2.593 2.445 -1.722  0.238
H 2.386 2.589 0.552  0.085
H 0.741 2.634 0.262  -0.077
H 1.857 4.752 1.624  0.459
H 0.549 5.031 0.379  0.365
H 3.476 4.550 -2.368  0.418
H 1.821 5.144 -2.531  0.322

The calculation puts the energy relative to the best compared isomer or geometry (same formula, charge and spin) at 29.6 kcal/mol. The largest force on an atom is 1.553 eV Å⁻¹. The value obtained for the HOMO-LUMO gap is 6.62 eV. The calculation puts the total energy at -2212.24205 a.u.